Below is 4 unconnected molecules or ions with the total composition C30H36F6N2O14 in a non-equilibrium geometry, with properties calculated with ωB97M-V with the def2-TZVPD basis set.

Max |F| = 0.1181 Eh/bohr
Kohn-Sham gap = 0.268 Eh
SMILES = C=CC(=O)OCCCCCC[C@H](C#N)[C@@H](C#N)C(=O)C(F)(F)C(F)(F)C(F)(F)C(=O)O.C[C@@H]1COC(=O)O1.C[C@@H]1COC(=O)O1.C[C@@H]1COC(=O)O1
HOMO level = -7.84 eV
LUMO = -0.55 eV

The geometry in ORCA input format:
```
! wB97M-V def2-TZVPD RIJCOSX def2/J DEFGRID3
* xyz 0 1
C 7.90310 -2.85435 -2.36831
C 7.90564 -2.23886 -1.12279
C 7.50785 -0.80580 -0.85729
O 8.36491 -0.02952 -0.72198
O 6.20702 -0.42644 -0.74289
C 5.92635 0.84311 -1.40606
C 4.50000 0.71599 -1.97967
C 3.78727 2.09247 -2.24945
C 2.29446 2.19929 -1.79853
C 1.46731 0.88575 -1.92625
C 0.00285 1.08523 -2.40126
C -1.05564 1.07485 -1.27730
C -0.89617 -0.10439 -0.34737
N -0.41581 -0.86716 0.30703
C -2.55478 1.00100 -1.84084
C -2.62496 1.39746 -3.28473
N -2.57911 1.39239 -4.39496
C -3.24717 -0.37437 -1.57274
O -4.00770 -0.41858 -0.69874
C -2.95682 -1.60672 -2.47997
F -3.57479 -1.32222 -3.64944
F -1.67022 -1.71512 -2.78348
C -3.58710 -2.94131 -1.99413
F -3.48217 -3.79326 -3.01908
F -4.89261 -2.82185 -1.76875
C -2.94639 -3.60345 -0.74194
F -1.61298 -3.49533 -0.68721
F -3.21058 -4.91213 -0.83627
C -3.54304 -3.14913 0.63053
O -4.46586 -3.72676 1.02883
O -2.99339 -2.14253 1.37389
H 7.01965 -3.30533 -2.84505
H 8.85389 -2.96339 -2.91028
H 8.21474 -2.83200 -0.24722
H 5.99387 1.61320 -0.62009
H 6.65381 1.07088 -2.19505
H 4.60224 0.22700 -2.96637
H 3.96018 0.02630 -1.32807
H 3.81852 2.27151 -3.33864
H 4.39618 2.88457 -1.79945
H 1.76789 3.01539 -2.32136
H 2.29043 2.47850 -0.72846
H 1.55721 0.34833 -0.97355
H 1.95306 0.22821 -2.66886
H -0.05766 2.08562 -2.86723
H -0.21293 0.37678 -3.21285
H -0.97691 1.99980 -0.69432
H -3.11791 1.76278 -1.28515
H -2.42987 -2.58705 2.02917
C -7.98111 -4.37880 0.51135
C -8.36090 -4.21264 1.96577
C -7.35116 -4.78210 2.92104
O -8.15576 -5.10766 4.05747
C -9.40391 -5.38572 3.58513
O -10.25946 -5.91728 4.21377
O -9.53327 -4.97348 2.29282
H -6.93395 -4.12339 0.34493
H -8.15828 -5.39975 0.17029
H -8.59153 -3.72725 -0.11597
H -8.56587 -3.16132 2.18779
H -6.57604 -4.06432 3.18284
H -6.88133 -5.69923 2.55534
C 2.19359 0.96596 5.12920
C 1.84007 0.44457 3.75349
C 2.36291 -0.93949 3.47335
O 2.50259 -0.92689 2.05222
C 2.74903 0.35840 1.69415
O 3.14855 0.69439 0.62471
O 2.48146 1.20933 2.72222
H 2.02512 0.20680 5.89425
H 3.23376 1.29188 5.16912
H 1.58070 1.83400 5.37601
H 0.75945 0.49906 3.59275
H 1.67386 -1.72040 3.79035
H 3.34489 -1.12646 3.91693
C 1.44694 6.62754 1.69781
C 1.80755 6.67709 0.22922
C 0.96628 5.77517 -0.63553
O 1.84668 5.48967 -1.72182
C 3.11553 5.55869 -1.22674
O 4.08070 5.15048 -1.78346
O 3.12239 6.15695 -0.00364
H 0.36590 6.66847 1.84058
H 1.83794 5.72313 2.16630
H 1.88825 7.47346 2.22620
H 1.78211 7.70866 -0.13340
H 0.05733 6.26078 -0.98778
H 0.70309 4.83233 -0.14511
*
```



Below is 2 unconnected molecules or ions with the total composition C5H13NO2 in a non-equilibrium geometry, with properties calculated with ωB97M-V with the def2-TZVPD basis set.

Energy relative to the best compared isomer or geometry (same formula, charge and spin) = 160.01 kJ/mol
Max |F| = 0.0400 Eh/bohr
Kohn-Sham gap = 0.373 Eh
SMILES = CCCNCC=O.O
HOMO level = -9.26 eV
LUMO = 0.89 eV

The geometry in ORCA input format:
```
! wB97M-V def2-TZVPD RIJCOSX def2/J DEFGRID3
* xyz 0 1
C 0.83473 -0.83690 0.77403
C 2.22697 -0.90879 0.20056
C 0.44486 0.53468 1.29724
N 0.32715 1.50321 0.20863
C -0.88181 1.28406 -0.63939
C -0.52662 0.47990 -1.85999
O -1.27184 -0.35556 -2.31853
H 0.66431 -1.54759 1.58444
H 0.10004 -1.22888 0.09366
H 2.66213 -1.90537 0.26782
H 2.88439 -0.23810 0.77245
H 2.37153 -0.62978 -0.85010
H 1.28988 0.86155 1.90150
H -0.45225 0.47740 1.91426
H 0.26460 2.44117 0.58310
H -1.20153 2.28000 -0.93503
H -1.62225 0.75328 -0.06602
H 0.41020 0.72011 -2.39457
H -2.67127 -1.69669 0.46151
H -2.79018 -1.02596 -0.96108
O -3.06303 -0.96173 -0.03448
*
```



Below is 6 unconnected molecules or ions with the total composition C40H83BN2O4P2 in a non-equilibrium geometry, with properties calculated with ωB97M-V with the def2-TZVPD basis set.

Max |F| = 0.0691 Eh/bohr
Kohn-Sham gap = 0.282 Eh
SMILES = COB(O)c1cc2nc(P(C)O)cnc2cc1[PH2]=O.CCCCCC.CCCCCC.CCCCCC.CCCCCC.CCCCCC
HOMO level = -8.54 eV
LUMO = -0.88 eV

The geometry in ORCA input format:
```
! wB97M-V def2-TZVPD RIJCOSX def2/J DEFGRID3
* xyz 0 1
C 2.88808 1.83158 3.33374
O 2.52930 2.76722 2.28422
B 2.16723 1.98206 1.17870
O 3.03622 1.93783 0.12028
C 0.79909 1.17558 1.11619
C -0.35302 1.90945 1.11873
C -1.67466 1.29321 1.05076
N -2.77035 2.14652 1.06500
C -3.89443 1.39430 1.00355
P -5.54484 2.33363 1.02073
C -6.34612 1.73808 2.59366
O -6.48570 1.84969 -0.29680
C -3.94478 -0.03915 0.91048
N -2.88083 -0.79839 0.90834
C -1.71076 -0.10991 0.99603
C -0.49964 -0.86646 1.02320
C 0.72734 -0.28071 1.08755
P 2.21239 -1.34472 1.11616
O 2.14204 -2.25110 -0.06093
H 2.04599 1.15642 3.57381
H 3.20330 2.38157 4.22679
H 3.69693 1.18631 2.93364
H 3.83501 2.43018 0.36401
H -0.25958 2.99772 1.16230
H -5.63665 2.04088 3.38376
H -6.33696 0.63204 2.58782
H -7.34805 2.15604 2.73159
H -6.40991 2.58644 -0.91832
H -4.92127 -0.53063 0.85778
H -0.57364 -1.95748 1.00014
H 2.22235 -2.11095 2.31314
H 3.41244 -0.59395 1.04530
C 0.85134 1.21324 7.97216
C -0.58480 0.78008 7.69545
C -0.77338 0.17121 6.30632
C -0.47546 1.11761 5.14239
C -1.27977 2.41218 5.10343
C -2.75314 2.16141 4.92116
H 1.18087 1.98780 7.27727
H 0.93856 1.61957 8.98127
H 1.53496 0.36499 7.89048
H -1.25826 1.63056 7.83410
H -0.87539 0.03579 8.44205
H -1.79832 -0.20185 6.22141
H -0.12745 -0.70810 6.21244
H -0.64897 0.57556 4.20441
H 0.58841 1.37312 5.15336
H -0.93560 3.02186 4.26224
H -1.09295 3.00670 6.00235
H -2.91763 1.63029 3.97943
H -3.28724 3.11284 4.86163
H -3.18396 1.58861 5.74449
C 8.85327 -2.31379 -1.18973
C 8.32555 -1.88495 0.17531
C 6.84398 -1.50959 0.15648
C 6.48784 -0.31501 -0.73120
C 7.22537 0.98014 -0.39323
C 6.91996 1.49677 1.00971
H 8.77492 -1.51025 -1.92403
H 9.90664 -2.59245 -1.11892
H 8.30052 -3.17770 -1.56562
H 8.92590 -1.05393 0.55706
H 8.46473 -2.71050 0.87901
H 6.51822 -1.31053 1.18290
H 6.26269 -2.37439 -0.17906
H 5.40871 -0.13859 -0.65916
H 6.67940 -0.56704 -1.77773
H 6.93392 1.74500 -1.11882
H 8.30446 0.84841 -0.50740
H 5.84914 1.68481 1.12971
H 7.44803 2.43416 1.19402
H 7.23142 0.78865 1.77934
C -12.59809 2.85504 0.51789
C -12.36469 1.65994 -0.40069
C -12.15776 0.34840 0.35663
C -10.93002 0.31667 1.26925
C -9.59966 0.59343 0.56881
C -9.25953 -0.44425 -0.49538
H -11.74168 3.03757 1.16914
H -12.76205 3.76018 -0.06967
H -13.47838 2.69650 1.14480
H -11.51221 1.86101 -1.05560
H -13.23318 1.54791 -1.05583
H -12.09643 -0.46973 -0.36678
H -13.04628 0.14426 0.96319
H -10.88106 -0.66596 1.75003
H -11.05849 1.04014 2.08030
H -8.80076 0.59606 1.31547
H -9.60099 1.59053 0.12074
H -9.20023 -1.44370 -0.05764
H -8.29306 -0.21706 -0.94894
H -10.00183 -0.46303 -1.29535
C -3.52303 2.65376 -3.50190
C -4.93224 2.21627 -3.88738
C -5.01009 1.60071 -5.28403
C -4.62538 2.54237 -6.42710
C -5.44735 3.82856 -6.50634
C -6.93119 3.58017 -6.75861
H -3.14257 3.42620 -4.17200
H -3.51768 3.06499 -2.48983
H -2.83385 1.80684 -3.52636
H -5.61731 3.06638 -3.80501
H -5.27732 1.47329 -3.16129
H -6.02417 1.22391 -5.44661
H -4.35638 0.72345 -5.32211
H -4.72465 1.99842 -7.37201
H -3.56688 2.80560 -6.34357
H -5.05284 4.44286 -7.32062
H -5.32461 4.41815 -5.59368
H -7.07956 3.03645 -7.69414
H -7.46810 4.52781 -6.83197
H -7.38890 3.00572 -5.95137
C 9.95444 -4.15113 -4.42639
C 10.37752 -5.60342 -4.61907
C 10.17708 -6.45865 -3.36812
C 10.99757 -6.02536 -2.15122
C 12.50910 -5.98482 -2.37431
C 13.10423 -7.34757 -2.71416
H 10.54243 -3.65925 -3.64957
H 10.09512 -3.58841 -5.35111
H 8.89947 -4.08855 -4.15034
H 11.42054 -5.64224 -4.94586
H 9.78697 -6.03527 -5.43195
H 10.40782 -7.49965 -3.61280
H 9.11700 -6.44457 -3.09417
H 10.77868 -6.70933 -1.32461
H 10.66405 -5.03769 -1.81839
H 12.98476 -5.61386 -1.46187
H 12.76079 -5.26868 -3.16124
H 12.90848 -8.06612 -1.91516
H 14.18597 -7.26968 -2.83840
H 12.69552 -7.74766 -3.64353
*
```



Below is a molecular structure, BrNO3Pb2 in a non-equilibrium geometry, with properties calculated with ωB97M-V with the def2-TZVPD basis set.

Energy relative to the best compared isomer or geometry (same formula, charge and spin) = 274.53 kJ/mol
Max |F| = 0.1756 Eh/bohr
Kohn-Sham gap = 0.111 Eh
HOMO level = -14.53 eV
LUMO = -11.52 eV

The geometry in ORCA input format:
```
! wB97M-V def2-TZVPD RIJCOSX def2/J DEFGRID3
* xyz 2 1
Pb 7.47800 -8.11800 6.34200
Pb 6.55300 -3.24400 7.24200
Br 8.30700 -5.35500 6.56400
N 8.93700 -4.71100 10.05000
O 9.04300 -3.94600 9.05600
O 8.57100 -4.18200 11.18700
O 9.82000 -5.66200 10.13600
*
```



Below is a single C12H19BN2 molecule in a non-equilibrium geometry, with properties calculated with ωB97M-V with the def2-TZVPD basis set.

Energy relative to the best compared isomer or geometry (same formula, charge and spin) = 0.00 kJ/mol
Max |F| = 0.0837 Eh/bohr
Kohn-Sham gap = 0.297 Eh
HOMO level = -8.08 eV
LUMO = 0.00 eV

The geometry in ORCA input format:
```
! wB97M-V def2-TZVPD RIJCOSX def2/J DEFGRID3
* xyz 0 1
B 0.05240 0.78988 -1.82735
C -2.51269 -3.40421 3.61938
C -2.96410 -3.28918 2.26247
C -1.49202 -2.53355 4.05074
C -2.48794 -2.31700 1.39650
C -0.84242 -1.71647 3.10967
C -1.37326 -1.59022 1.81161
C 1.07593 -0.14862 -2.71832
C 0.28390 2.40126 -2.07696
C 2.55271 1.26078 1.35018
C -1.55280 0.55642 -1.55468
C 2.17751 1.13071 -0.09349
C -0.58997 -0.75679 0.95180
N 0.77001 0.76653 -0.25130
N 0.23998 0.03580 0.60901
H -2.88922 -4.00814 4.46099
H -3.78110 -3.85064 1.81196
H -1.13530 -2.57810 5.14983
H -2.94114 -2.22006 0.33307
H 0.09570 -1.08126 3.28633
H 0.98395 -1.30460 -2.57175
H 2.13974 0.15174 -2.59577
H 0.89081 -0.04616 -3.83730
H 1.18829 2.87350 -1.59828
H -0.62121 3.07879 -1.78068
H 0.38615 2.67700 -3.18005
H 3.57886 0.97246 1.41672
H 2.45875 2.26831 1.64440
H 1.82793 0.68395 2.08028
H -2.08347 0.42285 -2.41712
H -2.01049 1.40193 -1.13879
H 2.78782 0.37234 -0.43722
H 2.18320 2.02550 -0.65862
H -1.81330 -0.25270 -0.89545
*
```



Below is a molecular structure, C27H28CdCl3NSSi in a non-equilibrium geometry, with properties calculated with ωB97M-V with the def2-TZVPD basis set.

Energy relative to the best compared isomer or geometry (same formula, charge and spin) = 0.00 kJ/mol
Max |F| = 0.0775 Eh/bohr
Kohn-Sham gap (alpha / beta) = 0.220 / 0.113 Eh
HOMO level (alpha / beta) = -1.62 / 1.30 eV
LUMO (alpha / beta) = 4.37 / 4.38 eV

The geometry in ORCA input format:
```
! wB97M-V def2-TZVPD RIJCOSX def2/J DEFGRID3
* xyz -2 1
Cd 1.49698 0.32616 -1.86358
C 1.72787 0.79499 4.04694
C 0.28167 1.18040 4.35969
C -0.34392 0.05309 5.19305
C 0.29510 2.47418 5.18536
C -0.54431 1.39475 3.09265
C -1.90991 1.73154 3.20379
C -2.70638 1.94524 2.09977
C -2.13537 1.80503 0.83860
S -2.83521 2.01133 -0.73002
C -1.29155 1.62873 -1.44281
N -0.35088 1.35866 -0.59348
C -0.79085 1.46617 0.70575
C 0.00785 1.27010 1.83439
C -1.05423 1.62407 -2.89978
C -2.07665 2.01713 -3.76083
C -1.85772 2.04755 -5.12624
C -0.61267 1.68303 -5.62293
C 0.39298 1.27798 -4.75420
C 0.20844 1.22749 -3.37219
H 2.27403 0.64537 4.98137
H 2.24219 1.57174 3.47876
H 1.78110 -0.13180 3.47245
H 0.24278 -0.11634 6.10039
H -0.36907 -0.87601 4.62018
H -1.36633 0.29135 5.48909
H 0.87614 2.33382 6.10119
H -0.71407 2.77993 5.46522
H 0.74506 3.28713 4.61268
H -2.35747 1.83586 4.18482
H -3.74777 2.21182 2.21062
H 1.05183 1.03237 1.67800
H -3.04531 2.31097 -3.36989
H -2.65223 2.35761 -5.79374
H -0.42854 1.70989 -6.69199
H 1.35130 0.98820 -5.17394
Cl 3.53413 4.14506 -1.10450
Si 3.62603 2.03421 -0.65888
Cl 5.46785 2.03031 0.47480
Cl 4.41578 1.34871 -2.59904
C 1.77574 -4.00604 -0.36068
C 1.13200 -2.62717 -0.56180
C 0.80751 -2.06487 0.82833
C 2.05076 -1.68020 -1.30856
C -0.12841 -2.72065 -1.43322
C -0.15655 -3.54103 -2.56304
C -1.23575 -3.53437 -3.43326
C -2.31874 -2.69662 -3.20502
C -2.31188 -1.87851 -2.08646
C -1.23579 -1.89986 -1.20969
H 2.66638 -3.89351 0.26133
H 2.09420 -4.45055 -1.30400
H 1.09150 -4.70072 0.13619
H 1.71818 -2.06045 1.43113
H 0.04864 -2.66485 1.34041
H 0.45643 -1.03483 0.77600
H 2.78336 -2.20757 -1.92541
H 0.69231 -4.17387 -2.78818
H -1.21928 -4.17311 -4.30920
H -3.14901 -2.66702 -3.89947
H -3.13316 -1.19711 -1.89974
H -1.25711 -1.23491 -0.35715
*
```



> Which of these has the lowest max |F|?

C5H13NO2